Entry 1:
# C23H38FN5O3

A cluster of 6 separate species, C23H38FN5O3 in total (ωB97M-V with the def2-TZVPD basis set, the Open Molecules 2025 dataset).

Results
F_max in eV Å⁻¹: 2.198
SMILES: O=C1OC[C@@H](F)O1.CCCC#N.CCCC#N.CCCC#N.CCCC#N.CCCC#N
M in g mol⁻¹: 451.6
HOMO level in eV: -10.92

Structure (XYZ):
```
70
Properties=species:S:1:pos:R:3:forces:R:3
O 0.500455 -2.254527 0.289460 -0.6 -1.9 0.1
C 0.929957 -1.177409 0.120696 0.4 1.6 0.3
O 1.952661 -0.661843 0.836066 0.1 0.1 -0.3
C 2.299333 0.608862 0.278318 -0.2 0.0 -0.5
C 1.056055 0.999744 -0.516161 -0.4 -0.6 0.3
F 1.380237 1.538112 -1.708438 0.0 -0.1 -0.1
O 0.403942 -0.265772 -0.720266 0.4 0.4 -0.1
H 2.560226 1.326841 1.043630 0.0 0.0 0.2
H 3.105956 0.451846 -0.440911 0.1 0.2 0.1
H 0.326063 1.628748 -0.008952 0.2 0.3 0.0
C 0.019380 4.338318 -2.829198 -0.1 0.5 0.2
C 0.012676 5.312702 -1.647640 1.2 0.3 -0.3
C -1.347617 5.572845 -1.006178 -0.1 -0.5 0.1
C -2.417293 5.808296 -1.996674 1.1 0.0 1.1
N -3.243709 5.988559 -2.759848 -0.8 0.2 -0.7
H 1.039815 4.253306 -3.199230 0.0 -0.2 0.0
H -0.583633 4.706704 -3.659444 -0.1 -0.1 0.1
H -0.349087 3.362831 -2.517289 0.0 -0.1 -0.2
H 0.492347 6.256702 -1.948202 -0.5 0.0 -0.2
H 0.745550 4.965781 -0.906839 -0.5 -0.2 0.2
H -1.293629 6.407034 -0.305737 -0.1 0.1 -0.1
H -1.647650 4.699657 -0.409905 0.0 0.1 -0.2
C -2.185333 -1.655374 2.120080 -0.5 0.1 -0.1
C -1.610001 -1.895226 3.508095 -0.4 -1.0 0.3
C -0.115877 -1.617129 3.622339 0.1 0.2 0.0
C 0.212573 -0.222157 3.303520 0.2 0.8 -0.1
N 0.470732 0.878259 3.058092 -0.3 -1.0 0.2
H -3.267616 -1.502674 2.165064 0.1 0.1 0.1
H -2.041982 -2.523334 1.476600 0.3 0.1 0.0
H -1.757952 -0.787513 1.612414 0.0 0.0 0.1
H -1.762609 -2.959336 3.741371 0.2 0.1 -0.1
H -2.163949 -1.420233 4.322868 0.1 0.5 -0.3
H 0.455333 -2.248044 2.935171 0.0 0.0 0.0
H 0.230723 -1.808559 4.638756 0.1 0.0 0.0
C 4.348295 -3.436082 -1.822925 0.3 0.8 -0.8
C 3.493165 -4.556902 -1.381711 -0.4 -1.0 0.2
C 2.735117 -5.191871 -2.546958 -0.8 0.1 -0.3
C 1.761714 -4.270543 -3.185651 0.8 -0.5 0.4
N 1.031916 -3.549963 -3.694070 -0.3 0.3 -0.1
H 3.718274 -2.632102 -2.214290 0.2 0.2 0.1
H 4.984936 -3.747834 -2.654690 0.2 0.1 0.1
H 4.950488 -3.081528 -0.995304 0.2 0.3 0.0
H 2.806705 -4.190961 -0.624273 -0.3 -0.2 0.1
H 4.108225 -5.334096 -0.918582 -0.1 0.0 0.0
H 2.158545 -6.065954 -2.231131 0.1 0.0 0.1
H 3.410724 -5.524030 -3.340646 0.1 0.0 0.1
C -2.042486 -4.900184 -2.515896 0.9 -0.1 0.6
C -2.825009 -3.928910 -1.639321 -0.8 0.3 -0.4
C -2.309740 -2.489517 -1.629089 0.9 0.0 -1.0
C -2.660142 -1.772016 -2.867979 0.1 -0.4 0.8
N -2.946824 -1.201717 -3.815392 -0.2 0.3 -0.6
H -1.031418 -5.111265 -2.126532 -0.3 0.2 0.2
H -1.828514 -4.525239 -3.516382 -0.5 0.0 -0.1
H -2.560424 -5.859125 -2.513917 0.0 0.0 -0.4
H -2.909302 -4.286054 -0.614155 0.1 -0.1 0.0
H -3.843152 -3.877719 -2.046193 0.0 -0.2 0.3
H -1.210838 -2.510288 -1.638829 -0.2 0.1 0.4
H -2.659813 -1.886290 -0.795530 0.0 -0.1 0.1
C -1.498512 3.609626 2.780397 -0.4 -0.2 0.6
C -0.689321 4.432142 3.773778 -0.7 0.6 0.3
C 0.784327 4.094609 3.793976 0.3 -1.2 -0.2
C 1.370875 4.031016 2.448063 0.9 0.0 -1.9
N 1.809684 3.949407 1.369267 -0.8 0.1 2.0
H -2.531739 3.959396 2.805332 0.1 0.2 -0.4
H -1.565478 2.563390 3.091823 0.3 0.1 -0.1
H -1.070403 3.652066 1.780844 -0.2 0.1 -0.1
H -1.078004 4.262831 4.783829 0.1 -0.1 -0.1
H -0.867213 5.500201 3.610644 0.2 -0.1 -0.2
H 0.850384 3.056779 4.160137 0.2 0.3 0.0
H 1.398890 4.712685 4.439695 0.0 0.2 0.0
```
Forces are in eV/Å.

These are the Mulliken partial charges, in e, on atoms 1 to 5: -0.546, 0.590, -0.378, -0.525, 0.744

---

Entry 2:
# C23H38InN7S

A structure of composition C23H38InN7S (ωB97M-V with the def2-TZVPD basis set, the Open Molecules 2025 dataset).

Results
F_max in eV Å⁻¹: 1.424
Net charge: +2
M in g mol⁻¹: 559.5
HOMO level in eV: -13.58

Structure (XYZ):
```
70
Properties=species:S:1:pos:R:3:forces:R:3
In 0.302966 0.044416 -0.589529 0.5 -0.3 0.3
C 5.183666 -1.065584 -0.228929 0.1 -0.2 0.4
N 4.318066 -0.930084 -1.373229 -0.4 0.1 -0.1
C 4.930466 -0.634384 -2.661829 0.2 0.0 -0.3
C 3.751066 -0.638584 -3.642929 0.1 0.3 -0.3
N 2.636166 -1.020184 -2.800029 0.2 0.0 0.1
C 1.389066 -1.486984 -3.338529 -0.4 0.0 0.1
C 2.995066 -1.115984 -1.503229 0.2 0.1 -0.3
N 2.047166 -1.330084 -0.612829 -0.9 0.5 0.0
C 2.233166 -1.774684 0.748471 0.0 -0.4 0.4
C 0.830466 -2.155584 1.245571 0.4 -0.4 0.0
N 0.004566 -0.976684 1.410071 0.2 0.9 -1.1
C -0.339534 -0.485184 2.580571 -0.3 0.2 0.2
N -1.176234 0.577816 2.661071 0.1 -0.2 0.1
C -1.825434 1.227116 1.560671 0.1 -0.1 -0.5
C -1.533634 0.896016 4.031771 0.0 0.3 0.2
C -0.781834 -0.168084 4.831471 -0.2 0.1 0.3
N -0.039134 -0.916884 3.824071 -0.1 0.2 -0.2
C 0.988066 -1.817184 4.298271 0.3 -0.3 0.0
H 6.071566 -0.457284 -0.393329 -0.1 0.1 0.0
H 5.509466 -2.100784 -0.105529 0.0 0.0 0.0
H 4.705466 -0.726684 0.685071 0.0 0.0 0.0
H 5.685166 -1.386784 -2.903529 0.0 0.0 0.0
H 5.416666 0.344316 -2.612229 0.0 -0.1 0.0
H 3.882566 -1.351584 -4.462529 0.0 0.1 0.1
H 3.571466 0.352516 -4.074729 0.1 -0.1 0.0
H 1.571466 -1.969084 -4.300729 -0.1 0.1 0.0
H 0.671766 -0.666384 -3.490129 0.1 -0.1 -0.1
H 0.947866 -2.222184 -2.657929 0.1 0.1 -0.2
H 2.631266 -0.986184 1.402071 0.1 -0.2 0.0
H 2.887966 -2.651684 0.781171 0.0 0.1 0.1
H 0.883166 -2.756584 2.147671 -0.1 -0.1 -0.1
H 0.372666 -2.753484 0.450671 0.0 -0.2 0.2
H -2.279334 0.500216 0.877071 -0.1 0.1 0.1
H -1.134734 1.865516 0.985171 -0.1 0.1 0.1
H -2.607434 1.874716 1.952471 0.0 0.0 -0.1
H -2.617834 0.831316 4.166171 0.1 0.0 0.0
H -1.206234 1.908416 4.291971 -0.1 -0.1 0.0
H -1.464734 -0.836384 5.363171 0.1 0.1 0.1
H -0.091334 0.283016 5.549871 -0.1 -0.1 -0.1
H 1.251166 -1.521484 5.314271 0.0 0.0 -0.1
H 1.890966 -1.748784 3.692871 0.0 0.0 0.1
H 0.647766 -2.856984 4.338571 0.0 0.1 0.0
C -4.451734 -1.964184 0.342271 0.1 0.0 0.0
C -4.178534 -1.563584 -1.119429 -1.1 -0.2 0.1
C -4.545134 -2.725484 -2.053829 0.2 0.0 0.0
C -4.945534 -0.284784 -1.504329 0.0 0.1 0.0
C -2.782534 -1.270184 -1.243129 1.3 0.1 -0.2
N -1.662134 -1.016484 -1.321529 0.3 0.4 0.2
H -5.526134 -1.966684 0.512471 0.0 0.0 0.0
H -3.991034 -1.270984 1.043071 0.0 0.1 0.1
H -4.066734 -2.962184 0.538271 0.0 0.0 0.1
H -5.614034 -2.906184 -1.970829 -0.1 0.0 0.0
H -4.010934 -3.628984 -1.767629 0.0 -0.1 0.0
H -4.303634 -2.489184 -3.087329 -0.1 0.0 -0.1
H -5.993434 -0.404584 -1.242429 -0.1 -0.1 0.0
H -4.880834 -0.106884 -2.575229 0.0 0.1 -0.1
H -4.562234 0.589416 -0.980029 0.0 0.0 0.1
S 1.506566 1.997816 -1.491229 -0.5 -1.0 0.3
C 0.679766 3.516216 -1.133229 -0.2 0.1 0.1
C 0.537566 3.975016 0.174371 0.0 -0.1 -0.1
C 0.008366 5.233116 0.397671 0.0 0.1 0.0
C -0.352634 6.039916 -0.673729 0.0 -0.1 0.0
C -0.217134 5.577516 -1.973629 0.0 0.0 0.1
C 0.287866 4.310616 -2.207729 0.1 -0.2 0.1
H 0.867066 3.355616 1.002371 0.0 0.1 0.0
H -0.100734 5.597616 1.407871 0.0 0.0 0.1
H -0.732734 7.031416 -0.491629 -0.1 0.1 0.0
H -0.495434 6.202616 -2.807629 0.0 0.1 -0.1
H 0.415166 3.936616 -3.212429 0.0 0.0 -0.1
```
Forces are in eV/Å.

These are the Mulliken partial charges, in e, on atoms 1 to 5: 1.264, -0.935, 0.036, -0.709, -0.545

---

Entry 3:
# C23H38N7O4

A cluster of 2 separate species, C23H38N7O4 in total (ωB97M-V with the def2-TZVPD basis set, the Open Molecules 2025 dataset).

Results
F_max in eV Å⁻¹: 3.579
Net charge: +1
M in g mol⁻¹: 476.6
HOMO level in eV: -10.07

Structure (XYZ):
```
72
Properties=species:S:1:pos:R:3:forces:R:3
O -0.960473 0.695340 2.093105 -0.2 0.0 -0.4
O -3.678694 -3.548453 -5.695712 -0.9 -0.5 1.0
O 0.878652 1.515368 -0.576898 -0.4 0.3 0.0
O -5.463743 -4.131334 -4.428731 1.0 -0.2 0.0
C -0.072923 1.411156 2.539622 -0.6 -1.3 0.4
C -4.147725 -4.146140 -4.738318 1.3 0.5 -1.1
C -0.027395 2.351367 -0.520211 0.9 -0.9 0.4
C 2.363804 4.954788 -0.245555 0.2 0.1 0.3
C 1.489263 4.906843 0.784463 0.3 -0.1 0.7
C 0.383316 -2.408060 -1.039167 -1.1 -3.4 0.5
C 2.992007 5.495127 4.314986 -0.4 -0.2 -1.0
C 4.322101 5.692893 3.902315 -0.4 -0.2 -1.1
C 1.980663 5.230564 3.370771 0.6 0.2 0.2
C 4.650524 5.622658 2.537851 -0.3 0.0 0.5
C 2.277717 5.154605 1.991195 0.3 0.1 0.8
C 3.637129 5.355869 1.606961 -1.3 -0.3 0.0
N 3.630360 5.224845 0.235060 0.9 0.0 -0.9
N -0.796356 2.631133 -1.580689 -0.5 0.6 -0.3
N 0.098043 -2.833615 0.247809 0.6 0.5 -2.1
N 0.211769 -3.295310 -2.091787 0.1 0.6 1.1
N -1.995091 -5.482015 -4.540229 -0.8 0.2 0.2
N 0.284809 2.554271 1.968862 0.2 1.3 -1.1
N 0.790933 -1.205161 -1.292213 0.6 1.6 0.2
C 0.675471 1.020548 3.792552 -0.1 0.3 0.0
C -0.657473 2.023820 -2.902812 0.2 0.0 0.4
C -0.761690 -3.873657 2.886961 0.2 0.2 0.1
C 0.598708 -2.218899 1.487212 -0.3 0.2 0.3
C -0.307061 -4.673364 -1.955247 -0.3 0.0 0.2
C -3.177250 -4.939757 -3.821795 0.0 -0.1 -0.1
C -0.434894 -2.405720 2.602384 -0.2 -0.2 -0.1
C -1.815192 -4.709665 -1.637414 0.0 0.1 -0.5
C -2.701130 -4.010431 -2.690707 -0.4 -0.2 0.3
C 0.025713 4.605658 0.675580 0.2 0.4 0.3
C -0.353408 3.120205 0.776249 0.2 -0.2 0.4
H -5.884862 -3.602095 -5.125155 -0.1 0.0 0.1
H 2.107306 4.798138 -1.286469 0.5 0.1 0.0
H 2.745233 5.560644 5.366375 -0.1 0.0 0.0
H 5.089374 5.904844 4.635140 0.0 0.0 -0.1
H 0.960630 5.105457 3.702385 -0.2 0.0 0.1
H 5.667915 5.776667 2.210945 0.1 0.0 0.0
H 4.443651 5.322289 -0.356682 -0.2 0.0 0.2
H -1.524539 3.318632 -1.456443 0.0 -0.1 0.0
H -0.227571 -3.794171 0.325172 0.2 0.5 -0.1
H 0.396972 -2.956007 -3.033925 -0.1 -0.1 0.6
H -2.246931 -6.321336 -5.066742 0.1 0.5 0.1
H -1.637182 -4.774300 -5.187305 -0.3 -0.3 0.1
H 1.060173 3.063449 2.365408 0.1 0.0 -0.1
H 0.983959 -0.894903 -2.239276 -0.1 -0.1 0.5
H 0.841370 -0.494482 -0.555250 0.0 0.0 -0.6
H 0.114654 0.250326 4.318766 0.1 0.0 -0.1
H 1.662877 0.651567 3.521124 0.1 0.0 0.1
H 0.776970 1.889451 4.441651 0.2 0.0 0.1
H -1.053932 1.007847 -2.886287 0.0 0.0 -0.1
H -1.212238 2.607614 -3.639798 0.1 0.0 0.2
H 0.394742 1.997241 -3.193975 -0.1 0.0 0.1
H -1.257788 -4.342845 2.032732 -0.1 -0.1 0.1
H -1.433327 -3.943705 3.748558 0.1 -0.1 -0.2
H 0.151684 -4.431229 3.116628 -0.1 -0.1 0.0
H 1.549898 -2.679801 1.777611 -0.1 0.0 -0.1
H 0.778296 -1.147207 1.351157 -0.2 -0.2 -0.1
H 0.241219 -5.200641 -1.166912 0.1 0.1 -0.1
H -0.109317 -5.221145 -2.881341 0.0 0.4 0.1
H -3.745693 -5.767615 -3.382939 0.2 0.0 0.0
H -1.359165 -1.881252 2.337454 0.3 0.1 0.0
H -0.047428 -1.951127 3.518451 0.0 0.1 -0.2
H -1.991643 -4.228708 -0.671319 0.0 0.0 0.0
H -2.131931 -5.753476 -1.534079 0.1 0.1 0.0
H -2.185521 -3.145891 -3.118943 0.0 0.0 0.0
H -3.591164 -3.628163 -2.178580 0.1 0.1 -0.1
H -0.479317 5.138585 1.482240 -0.2 0.0 0.0
H -0.353775 5.020338 -0.258961 -0.1 0.0 0.0
H -1.434085 3.061533 0.912134 -0.1 -0.1 0.0
```
Forces are in eV/Å.

These are the Mulliken partial charges, in e, on atoms 1 to 5: -0.657, -0.572, -0.888, -0.435, 0.862

---

Entry 4:
# C23H38O

The molecule C23H38O (ωB97M-V with the def2-TZVPD basis set, the Open Molecules 2025 dataset).

Results
F_max in eV Å⁻¹: 0.485
SMILES: CC(=O)CC/C=C(/C)CC/C=C(/C)CC/C=C(\C)CCC=C(C)C
M in g mol⁻¹: 330.6
HOMO level in eV: -8.27

Structure (XYZ):
```
62
Properties=species:S:1:pos:R:3:forces:R:3
C -1.879823 -3.292905 0.601918 -0.3 0.3 -0.2
C -1.066113 -3.019372 -0.633396 0.0 -0.3 0.4
O -1.442726 -2.277539 -1.507771 0.0 0.0 -0.2
C 0.265297 -3.734064 -0.722974 0.2 0.2 -0.4
C 1.417119 -2.721539 -0.825318 0.1 -0.1 0.0
C 1.787854 -2.158705 0.514163 0.0 0.0 -0.1
C 2.956821 -1.616682 0.841569 0.1 0.0 0.2
C 3.227182 -1.113293 2.227224 -0.1 0.0 0.0
C 4.080864 -1.437589 -0.140012 -0.2 0.0 -0.3
C 3.906349 -0.146605 -0.967448 0.1 -0.1 0.1
C 4.247972 1.073661 -0.169441 0.0 0.0 -0.1
C 3.405105 1.931154 0.395567 0.1 0.1 0.1
C 3.905724 3.115874 1.169813 0.1 -0.1 -0.1
C 1.908165 1.820219 0.313112 0.2 0.0 -0.3
C 1.338544 2.627404 -0.869001 -0.1 -0.2 0.2
C -0.155710 2.533463 -0.877498 0.1 0.1 -0.1
C -0.915675 1.727115 -1.610000 -0.2 0.1 -0.1
C -0.409993 0.759189 -2.634908 0.1 0.1 0.1
C -2.409771 1.714673 -1.422585 0.2 -0.1 0.4
C -2.828874 0.579653 -0.471831 -0.1 0.1 -0.1
C -4.311094 0.554547 -0.285159 0.2 -0.1 0.0
C -5.003590 0.632261 0.844649 -0.2 0.0 0.1
C -4.412856 0.757849 2.218689 0.1 0.0 -0.2
C -6.505573 0.580898 0.840440 0.1 0.0 -0.1
H -2.805590 -2.722983 0.583036 0.0 0.0 0.0
H -2.103873 -4.356494 0.660008 0.0 -0.1 0.1
H -1.303678 -3.023596 1.484934 0.1 0.0 0.1
H 0.246204 -4.331404 -1.637984 -0.1 0.0 0.0
H 0.416878 -4.398582 0.127272 0.0 0.0 0.0
H 2.285077 -3.208992 -1.275374 0.0 0.0 -0.1
H 1.107171 -1.920262 -1.503528 0.0 -0.1 -0.1
H 1.013430 -2.212620 1.268254 -0.1 0.1 0.2
H 3.546272 -0.073157 2.189557 0.1 0.1 0.1
H 2.344378 -1.190569 2.857031 -0.1 0.0 0.1
H 4.031164 -1.692145 2.682742 0.1 0.0 0.1
H 5.032733 -1.389898 0.392584 0.1 -0.1 0.0
H 4.119078 -2.286671 -0.825770 0.1 0.0 0.0
H 2.885172 -0.100085 -1.342074 -0.1 0.0 -0.1
H 4.579911 -0.195053 -1.827294 -0.1 0.0 -0.1
H 5.312381 1.232747 -0.039150 0.1 0.1 0.1
H 3.596466 3.043440 2.213152 0.0 0.1 0.1
H 3.485332 4.036029 0.766027 0.0 0.1 0.0
H 4.990168 3.184822 1.133574 0.1 0.0 0.0
H 1.468704 2.202531 1.237544 -0.1 -0.1 0.1
H 1.602087 0.779390 0.206469 -0.1 0.0 0.0
H 1.632719 3.674472 -0.763155 0.1 0.0 -0.1
H 1.770552 2.255541 -1.798060 0.1 0.0 0.0
H -0.642935 3.179107 -0.155938 -0.2 0.1 0.1
H 0.674576 0.726379 -2.672501 0.1 -0.1 -0.1
H -0.782334 -0.239972 -2.414557 0.0 -0.1 -0.1
H -0.781752 1.037463 -3.621528 0.0 0.0 -0.1
H -2.904561 1.571798 -2.385409 -0.1 0.1 -0.1
H -2.745310 2.665727 -1.002968 0.0 0.0 -0.1
H -2.303101 0.702732 0.475169 0.0 0.0 0.0
H -2.516578 -0.371651 -0.908370 0.1 0.0 0.1
H -4.861176 0.462160 -1.214600 -0.2 0.0 -0.1
H -4.908515 1.560816 2.763380 0.0 0.0 0.1
H -4.569656 -0.165467 2.778041 0.0 0.0 0.1
H -3.348079 0.965500 2.192102 0.1 0.0 0.1
H -6.858436 -0.234772 1.471682 -0.1 -0.1 0.1
H -6.916682 1.508128 1.240311 -0.1 0.1 0.1
H -6.893375 0.435951 -0.164436 -0.1 0.0 -0.1
```
Forces are in eV/Å.

These are the Mulliken partial charges, in e, on atoms 1 to 5: -1.277, 0.711, -0.605, -1.027, -0.274

---

Which LUMO level belongs to each record? In order, 0.0150 -0.2233 -0.0769 0.0274 Eh.
Which orbital gap belongs to each record? In order, 0.4162 0.2756 0.2931 0.3313 Eh.